# 1
A 2-piece molecular cluster, C6H10ClOPS overall at a distorted geometry. Source: OMol25; level of theory: ωB97M-V/def2-TZVPD.

Cartesian coordinates (Å):
C (-0.226, 0.365, 0.250)
C (-0.044, 1.678, 0.178)
C (0.657, -0.447, -0.656)
C (-0.733, 2.772, 0.912)
C (-0.152, -1.043, -1.813)
C (1.398, -1.555, 0.087)
O (0.927, 2.108, -0.706)
P (1.796, 0.893, -1.409)
S (6.200, -0.663, 0.428)
Cl (3.387, 0.842, -0.165)
H (-0.951, -0.111, 0.884)
H (-1.126, 3.503, 0.206)
H (-0.022, 3.286, 1.558)
H (-1.542, 2.372, 1.515)
H (0.515, -1.531, -2.517)
H (-0.709, -0.272, -2.339)
H (-0.857, -1.779, -1.437)
H (2.187, -1.972, -0.534)
H (0.702, -2.351, 0.348)
H (1.845, -1.179, 1.003)

Summary:
Gap between HOMO and LUMO (alpha / beta) in Ha: 0.359 / 0.250
E_tot in eV: -41076.599
⟨S²⟩: 2.00
Spin multiplicity: 3

# 2
An isolated ion of composition C6H10F3NO3P and charge +1 at a distorted geometry. Source: OMol25; level of theory: ωB97M-V/def2-TZVPD.

Cartesian coordinates (Å):
O (4.174, -1.047, 1.140)
P (3.005, -0.499, 0.329)
O (3.419, 0.840, -0.650)
O (2.556, -1.756, -0.758)
C (1.534, 0.031, 1.432)
C (0.267, 0.196, 0.461)
C (-0.917, -0.863, 0.495)
N (-1.879, -0.274, -0.230)
C (-3.149, -0.986, -0.470)
F (-2.819, -2.230, -1.060)
F (-3.913, -1.157, 0.676)
F (-3.840, -0.263, -1.466)
C (-1.579, 1.116, -0.764)
C (-0.470, 1.610, 0.316)
H (2.728, 0.991, -1.330)
H (2.107, -1.333, -1.521)
H (1.783, 0.971, 2.035)
H (1.387, -0.799, 2.214)
H (0.696, 0.043, -0.601)
H (-0.945, -1.882, 1.006)
H (-2.496, 1.737, -0.521)
H (-1.151, 1.145, -1.814)
H (-0.850, 2.151, 1.238)
H (0.353, 2.258, -0.155)

Summary:
Gap between HOMO and LUMO in Ha: 0.278
Charge: +1
E_tot in eV: -31450.503
Energy above the lowest of the compared OMol25 structures with the same formula, charge and spin in eV: 2.916

# 3
The molecule C6H10FN at a distorted geometry. Source: OMol25; level of theory: ωB97M-V/def2-TZVPD.

Cartesian coordinates (Å):
C (-1.610, -0.891, -0.801)
C (-0.871, 0.165, 0.103)
C (0.035, 1.175, -0.574)
C (1.442, 0.857, -0.100)
C (1.390, -0.207, 0.903)
C (-0.090, -0.568, 1.158)
H (-1.933, -0.205, -1.613)
H (-2.449, -1.212, -0.264)
H (-0.814, -1.639, -1.133)
H (-0.177, 2.237, -0.242)
H (0.085, 1.140, -1.665)
H (2.165, 1.676, -0.048)
H (1.251, -0.970, -0.990)
H (2.116, -0.189, 1.703)
H (-0.378, -0.166, 2.140)
H (-0.258, -1.661, 1.114)
N (1.953, -0.442, -0.457)
F (-1.857, 0.900, 0.766)

Summary:
Gap between HOMO and LUMO in Ha: 0.391
E_tot in eV: -10590.520
Energy above the lowest of the compared OMol25 structures with the same formula, charge and spin in eV: 0.550

# 4
A 2-piece molecular cluster, C6H10FN3O2 overall at a distorted geometry. Source: OMol25; level of theory: ωB97M-V/def2-TZVPD.

Cartesian coordinates (Å):
C (-1.527, -1.062, 0.780)
C (-1.580, -1.265, -0.762)
C (-1.471, 0.413, 1.141)
C (-0.347, 1.200, 0.536)
C (-0.547, 1.997, -0.553)
C (1.615, 1.834, -0.089)
H (0.442, -1.241, 1.259)
H (-0.320, -2.674, 1.092)
H (-2.518, -1.455, 1.139)
H (-1.468, 0.488, 2.216)
H (-2.411, 0.874, 0.766)
H (-1.420, 2.146, -1.206)
H (2.658, 2.040, -0.129)
H (0.921, 3.026, -1.739)
H (-1.267, -2.496, -2.137)
H (5.225, -1.138, -0.669)
N (-0.445, -1.762, 1.430)
N (1.014, 1.124, 0.859)
N (0.712, 2.429, -0.919)
O (-2.266, -0.567, -1.509)
O (-0.931, -2.328, -1.212)
F (5.932, -1.582, -0.293)

Summary:
Gap between HOMO and LUMO in Ha: 0.344
E_tot in eV: -17667.414
Energy above the lowest of the compared OMol25 structures with the same formula, charge and spin in eV: 0.000

# 5
C6H10I2O as an isolated structure at a distorted geometry. Source: OMol25; level of theory: ωB97M-V/def2-TZVPD.

Cartesian coordinates (Å):
C (-0.596, 0.427, -0.257)
C (-0.853, -0.279, -1.476)
C (1.993, -0.806, 2.235)
C (0.749, 0.266, 0.338)
C (0.680, -0.320, 1.741)
C (-2.054, 0.667, -2.640)
O (-1.504, -0.634, -0.354)
I (-3.111, -0.382, -4.141)
I (-1.151, 2.316, -3.375)
H (-1.197, 1.334, -0.163)
H (-0.031, -0.746, -1.984)
H (2.737, 0.019, 2.596)
H (2.575, -1.350, 1.524)
H (1.802, -1.385, 3.089)
H (1.331, -0.484, -0.186)
H (1.178, 1.309, 0.550)
H (0.323, 0.329, 2.650)
H (-0.093, -1.070, 1.701)
H (-2.776, 0.791, -1.847)

Summary:
Gap between HOMO and LUMO in Ha: 0.343
E_tot in eV: -24629.276
Energy above the lowest of the compared OMol25 structures with the same formula, charge and spin in eV: 2.472

# 6
The molecule C6H10IN at a distorted geometry. Source: OMol25; level of theory: ωB97M-V/def2-TZVPD.

Cartesian coordinates (Å):
C (0.537, -1.776, 1.151)
C (-0.148, -0.120, -2.647)
C (0.061, -1.138, 0.065)
C (-1.448, 0.726, 0.069)
C (1.036, 1.124, 0.608)
C (-0.057, 0.326, -0.076)
N (0.357, 0.629, -1.733)
I (0.737, 3.293, 0.432)
H (0.735, -2.778, 1.110)
H (1.066, -1.111, 1.923)
H (0.141, 0.241, -3.747)
H (-0.876, -0.921, -2.568)
H (-0.418, -1.680, -0.780)
H (-1.636, 1.854, -0.058)
H (-1.831, 0.438, 1.057)
H (-2.014, 0.029, -0.640)
H (1.972, 0.793, 0.029)
H (1.095, 0.981, 1.711)

Summary:
Gap between HOMO and LUMO in Ha: 0.353
E_tot in eV: -15971.964
Energy above the lowest of the compared OMol25 structures with the same formula, charge and spin in eV: 2.056